Density functional theory data (ωB97M-V/def2-TZVPD) for 2 unconnected molecules or ions with the total composition C5H15BN3O2 at a distorted geometry.

HOMO level, Eh: -0.4779
Orbital gap, eV: 9.996
Total charge: +1

The geometry in XYZ format:
```
26
Properties=species:S:1:pos:R:3:forces:R:3
O 0.6693 -3.3104 0.0399 -0.292 -4.114 1.159
O 2.4876 -1.8407 0.4120 0.141 0.974 0.228
N -1.1259 -1.2788 -0.3996 0.654 -0.178 -0.073
N -2.3454 0.5327 0.4965 -0.020 4.200 1.198
N -3.3556 -1.4260 -0.1560 -1.104 -0.062 0.139
C 1.8996 1.2078 -0.4884 1.735 -0.372 1.364
C 1.3798 2.2938 0.4978 1.803 -1.387 -0.565
C 0.6868 0.3650 -0.8809 0.250 0.078 -3.510
C 0.2395 -0.8625 -0.1046 -0.741 2.882 3.869
C -2.2520 -0.6456 -0.0447 0.612 -2.361 -0.464
B 1.1922 -2.1232 0.1773 1.003 2.741 -0.264
H -4.2316 -1.2074 0.3487 0.932 -0.057 -0.922
H -1.1842 -2.3122 -0.4853 -0.344 1.085 0.005
H 1.2010 1.6699 1.3696 -0.992 0.822 0.498
H -3.2566 0.7466 0.9739 1.375 -0.104 -1.050
H 2.1627 3.0075 0.7429 -0.079 0.097 0.082
H 1.2123 -4.0657 0.4475 -1.223 1.512 -1.165
H 0.9726 -0.0033 -1.9368 -0.945 0.368 1.181
H -0.1709 1.0965 -0.9940 0.683 -1.016 -0.177
H -1.7160 1.4147 0.3332 -1.211 -2.887 0.606
H 0.0615 -0.1271 1.3395 0.553 -2.231 -3.168
H -3.4077 -1.9330 -1.0367 -0.304 -0.109 0.627
H 0.5767 2.7981 -0.0331 -0.390 0.113 0.632
H 2.6666 0.4685 -0.0328 -1.146 1.492 -0.328
H 2.5006 1.7303 -1.2814 -1.190 -0.880 0.029
H 3.1012 -2.4010 0.8709 0.240 -0.607 0.069
```
Positions in Å, forces in eV/Å.